This record from the Open Molecules 2025 dataset describes an isolated molecule of C6H14N2O2 in a non-equilibrium geometry. The level of theory is ωB97M-V with the def2-TZVPD basis set.

Output
Charge ... 0
HOMO level ... -9.56 eV
Total energy ... -496.8412 Eh
SMILES ... CCCCOCN(C)N=O

Positions of all 24 atoms, in Å:
C: -3.85 1.08 -0.42
C: -3.14 0.33 0.72
C: -2.27 -0.75 0.35
C: -0.84 -0.37 0.00
O: 0.04 -1.45 -0.24
C: 1.14 -0.94 -1.04
N: 1.98 -0.05 -0.18
C: 2.61 -0.66 0.95
N: 2.27 1.18 -0.62
O: 2.86 1.74 0.34
H: -3.22 1.70 -1.17
H: -4.45 0.47 -1.08
H: -4.78 1.64 -0.02
H: -2.68 1.07 1.35
H: -3.96 -0.19 1.26
H: -2.13 -1.41 1.26
H: -2.77 -1.38 -0.56
H: -0.40 0.12 0.94
H: -0.97 0.32 -0.82
H: 1.71 -1.75 -1.66
H: 0.59 -0.31 -1.78
H: 2.29 -1.62 0.97
H: 2.22 -0.20 1.82
H: 3.70 -0.77 0.97

Atom charges from the Löwdin analysis, given in e for atoms 1 to 5: atom 1 (C): -0.1275, atom 2 (C): -0.3157, atom 3 (C): -0.2506, atom 4 (C): -0.2598, atom 5 (O): -0.1304

This record from the Open Molecules 2025 dataset describes an isolated molecule of C4H11NO in a non-equilibrium geometry. The level of theory is ωB97M-V with the def2-TZVPD basis set.

Output
Charge ... 0
HOMO level ... -8.77 eV
Total energy ... -288.9522 Eh
SMILES ... CN[C@@H](C)CO

Positions of all 17 atoms, in Å:
C: -0.94 0.08 2.07
N: -0.75 -0.92 1.01
C: -0.30 -0.42 -0.34
C: -0.99 0.94 -0.68
C: 1.20 -0.28 -0.42
O: 1.62 0.27 -1.71
H: -1.35 -0.41 2.95
H: -0.06 0.60 2.49
H: -1.58 0.83 1.65
H: -0.08 -1.65 1.23
H: -0.52 -1.20 -1.08
H: -2.07 0.90 -0.76
H: -0.54 1.73 -0.08
H: -0.54 1.04 -1.68
H: 1.82 -1.19 -0.39
H: 1.71 0.23 0.39
H: 1.66 1.24 -1.61

Atom charges from the Löwdin analysis, given in e for atoms 1 to 5: atom 1 (C): -0.1349, atom 2 (N): -0.0833, atom 3 (C): -0.3773, atom 4 (C): -0.0573, atom 5 (C): -0.2371

> Look up the HOMO level of the second one.

-8.77 eV

> Which of these has the highest HOMO level?

C4H11NO